C41H45N10O3STi | ωB97M-V with the def2-TZVPD basis set

```
101
Properties=species:S:1:pos:R:3:lowdin_charge:R:1
Ti -0.35778 -1.07478 0.19274 1.018
S 2.17689 -1.43025 -0.16364 0.888
O 2.44508 1.53286 -0.95968 -0.117
O -3.30689 2.18285 -2.99498 -0.091
O 1.59272 5.15252 -0.79931 -0.093
N -0.08121 -2.28053 -1.51500 -0.104
N 1.77737 -4.46536 0.47267 0.094
N -1.35158 1.79345 -1.43935 0.184
N 0.86199 -1.24429 2.45829 0.048
N 2.26038 -1.25904 2.48319 -0.010
N 0.10644 0.93221 0.19835 -0.002
N -0.91322 -3.36256 0.90014 -0.133
N -1.88233 -0.84332 1.73108 0.006
N 4.27297 -1.39475 1.41629 0.168
N -0.06141 3.23686 -0.26707 0.192
C 2.08807 -4.79399 2.82051 -0.019
C -3.38908 -1.86645 3.27841 0.029
C -0.10620 -4.35032 -2.67364 0.030
C 0.66296 -2.37294 -3.77653 0.001
C 2.94680 -1.34875 1.34176 -0.743
C -0.34269 -3.58888 -1.53587 -0.250
C -0.15698 6.67284 -1.55474 0.012
C 3.04500 -4.84306 0.28257 -0.118
C -3.74741 -0.62791 3.78281 0.012
C 0.39777 -3.74163 -3.80151 0.011
C 3.50885 2.14495 1.13313 0.009
C -3.19273 0.50756 3.21023 0.000
C -0.62384 4.43134 -0.80961 -0.139
C -0.14498 -4.13168 1.94173 -0.119
C 1.05499 1.72905 2.35290 -0.062
C 2.43448 1.68165 0.37653 -0.307
C -3.96834 -1.32737 -2.19537 -0.035
C 0.41507 -1.67956 -2.62174 -0.138
C -1.51693 6.86518 -1.76630 -0.040
C 3.65296 1.84127 -1.66024 -0.023
C 2.56546 6.17971 -1.02343 -0.036
C -1.98089 4.64452 -0.98688 -0.031
C -0.43601 1.97962 -0.49872 -0.312
C -2.89261 -1.55966 -1.37068 -0.109
C -4.38066 2.52429 -3.88625 -0.014
C -0.99099 -4.20901 -0.33980 -0.101
C 3.88835 -5.21772 1.31356 -0.036
C 0.29611 5.45390 -1.07563 -0.214
C -2.16941 0.68021 -1.63580 -0.151
C -1.95994 -0.55186 -1.05575 -0.142
C -2.27073 0.35959 2.19781 -0.092
C 3.39760 -5.19399 2.61183 -0.034
C 2.12126 2.20013 3.10842 -0.057
C -3.26152 0.92632 -2.50585 -0.213
C 3.35127 2.38379 2.49283 -0.042
C -2.27601 -3.23088 1.50400 -0.113
C 1.31836 -4.44158 1.71494 -0.293
C 1.21274 1.39993 1.01409 -0.278
C -4.16357 -0.07425 -2.77848 0.021
C -2.47988 -1.93986 2.23683 -0.231
C -2.42775 5.86250 -1.47955 -0.060
H 3.39241 -4.85411 -0.74446 0.121
H 0.53540 7.47428 -1.76528 0.118
H -3.48646 6.02888 -1.61967 0.116
H -4.66235 -2.12790 -2.41582 0.124
H 4.80864 -1.50934 0.57199 0.122
H -2.70373 3.87992 -0.72864 0.119
H -2.48523 -4.07352 2.16567 0.142
H -0.53858 -5.18048 -0.15961 0.136
H -3.02855 -3.26736 0.72019 0.123
H 2.72529 -1.14399 3.37221 0.176
H -3.82998 -2.77574 3.66515 0.138
H -5.33979 2.40424 -3.38261 0.106
H -4.33740 1.90460 -4.78141 0.107
H 4.45864 2.35412 0.66170 0.120
H 0.56119 -0.37201 2.88265 0.076
H 4.76792 -1.43542 2.29406 0.137
H 4.01918 -5.49748 3.44426 0.124
H -1.81700 1.22027 1.73188 0.105
H -1.86212 7.81690 -2.14633 0.123
H -2.76608 -2.56592 -1.00880 0.062
H 3.91575 2.89127 -1.52790 0.101
H -5.00260 0.09632 -3.43627 0.123
H -1.63586 2.61730 -1.96037 0.135
H -4.46229 -0.54837 4.59124 0.136
H -0.32586 -5.40983 -2.65989 0.140
H 3.52442 5.74518 -0.76001 0.092
H 4.47104 1.20401 -1.32025 0.099
H 0.53699 -2.00773 3.03982 0.091
H 2.36715 7.04193 -0.38672 0.107
H 2.57260 6.47760 -2.07182 0.105
H 0.07299 1.64998 2.80652 0.109
H 1.66349 -4.78556 3.81777 0.125
H 4.19032 2.76380 3.06119 0.123
H -0.28850 -3.61711 2.89197 0.112
H -0.67173 -5.08455 2.07476 0.148
H 1.05309 -1.85449 -4.64033 0.129
H 0.58101 -4.31777 -4.69893 0.134
H 0.60066 -0.61370 -2.55260 0.121
H 4.89849 -5.54043 1.10196 0.120
H -4.22623 3.56507 -4.14725 0.103
H -2.04043 -4.39747 -0.57308 0.135
H 3.44824 1.64576 -2.70729 0.105
H 1.98091 2.46039 4.14879 0.119
H 0.81318 3.38579 0.21507 0.141
H -3.46664 1.49975 3.54019 0.131
```

E_LUMO = -8.5 eV
spin multiplicity = 1
gap between HOMO and LUMO = 6.2 eV
total charge = +3

C41H45N3OP2PdS | ωB97M-V with the def2-TZVPD basis set

```
94
Properties=species:S:1:pos:R:3:lowdin_charge:R:1
Pd -0.69488 -0.23968 -0.53446 0.101
S -3.09704 -0.84613 -0.26703 0.642
P 0.16982 -0.73362 1.60601 1.007
P -0.27704 1.82206 -1.33058 0.889
O 4.23940 -2.48587 0.16171 -0.023
N -2.89507 -0.02772 -2.86651 0.005
N 2.72446 -0.96807 -0.53287 0.162
N -2.06042 -2.04405 -2.48546 -0.177
C 1.77602 -1.09225 2.48346 -0.259
C -2.16539 2.27511 3.11034 -0.084
C -2.81361 2.76199 -0.74735 -0.127
C -3.99160 3.46521 -0.94983 -0.080
C -3.12150 4.32115 -3.01509 -0.091
C 3.33103 -1.49319 -1.76196 -0.272
C -2.12145 -4.35375 3.37770 -0.092
C -0.59419 -3.36097 1.81247 -0.119
C 0.72078 2.10898 -2.85260 -0.260
C -1.25617 3.16818 3.66070 -0.086
C -1.64444 -1.99438 3.47500 -0.091
C 3.25371 -1.57530 0.44195 -0.326
C 1.91862 2.42021 0.22257 -0.122
C -0.36383 0.76357 2.53113 -0.364
C 0.69115 2.91880 -0.21867 -0.347
C 4.44720 -2.42482 -1.25435 -0.095
C 2.79910 -1.34752 4.68125 -0.063
C 1.51075 -3.24614 -1.86593 -0.064
C 1.70624 -1.08085 3.88113 -0.097
C -0.77832 -2.10568 2.39307 -0.367
C -2.29289 -2.01461 -3.92226 -0.129
C 0.30829 4.20126 0.16003 -0.075
C -2.04892 -3.32940 -1.82562 -0.083
C -2.67771 -0.55397 -4.20074 -0.135
C -1.24996 -4.47745 2.30260 -0.084
C 2.31871 -2.22276 -2.65603 -0.377
C -1.76561 2.83857 -1.66573 -0.383
C 1.39655 -1.25241 -3.38104 -0.081
C 0.53723 1.67036 3.08408 -0.102
C -1.93611 3.62739 -2.80266 -0.095
C 4.10596 -1.71187 2.71734 -0.021
C 4.01603 -1.65642 4.09222 -0.068
C -1.72168 1.09161 2.54101 -0.144
C 1.14088 4.97524 0.96003 -0.091
C 3.00278 -1.43333 1.89745 -0.116
C 2.37008 4.48406 1.37284 -0.102
C -2.59566 -0.92618 -1.88411 -0.855
C 2.75820 3.20338 0.99863 -0.095
C -4.15071 4.24504 -2.08805 -0.096
C 0.09572 2.86326 3.63889 -0.082
C -2.31623 -3.11125 3.95897 -0.080
H 5.45005 -2.04006 -1.44335 0.125
H 1.68376 1.62505 -2.69084 0.028
H -5.07294 4.78771 -2.25264 0.099
H 4.37155 -3.43554 -1.65674 0.120
H 1.59734 1.45763 3.07460 0.100
H -3.54059 0.71418 -2.66225 0.124
H 0.75977 -0.84924 4.35240 0.105
H 5.04276 -1.97966 2.25214 0.115
H 0.82661 5.96851 1.25660 0.102
H 0.89498 3.16500 -3.06347 0.045
H -1.14674 3.70581 -3.53781 0.087
H -2.70214 2.12679 0.12358 0.061
H -3.22395 2.50471 3.11273 0.104
H 0.81774 3.55960 4.04623 0.104
H 3.71183 2.80643 1.32717 0.104
H -3.58082 -0.47973 -4.80723 0.116
H -2.43634 0.41861 2.08298 0.052
H -1.80183 -1.03514 3.94996 0.096
H -3.01555 -3.83631 -1.93616 0.096
H 0.23770 1.62966 -3.70647 0.035
H -4.79144 3.39312 -0.22341 0.104
H 3.74965 -0.65621 -2.32722 0.142
H 4.88641 -1.86801 4.69953 0.105
H 0.76858 -1.78949 -4.09632 0.068
H 1.96567 -0.50457 -3.93676 0.076
H 0.07342 -3.45910 0.96118 0.088
H -3.23678 4.92610 -3.90594 0.099
H -1.87599 -0.01775 -4.71518 0.106
H 0.73668 -0.74584 -2.67018 0.030
H 2.69866 -1.31855 5.75876 0.107
H 2.92095 -2.74577 -3.40959 0.138
H 2.20046 1.40392 -0.03934 0.070
H 3.02077 5.09260 1.98864 0.099
H -1.59979 4.09854 4.09468 0.100
H -1.39595 -2.31568 -4.46432 0.103
H 2.14316 -3.91359 -1.27511 0.084
H 0.82817 -2.72723 -1.18590 0.047
H -1.08911 -5.44413 1.84164 0.102
H -1.85032 -3.18870 -0.76577 0.039
H -2.99330 -3.00525 4.79739 0.102
H 0.91607 -3.86304 -2.54186 0.073
H -1.26868 -3.95164 -2.26197 0.072
H -3.09949 -2.70881 -4.18817 0.122
H -0.64391 4.60091 -0.16664 0.100
H -2.64538 -5.22168 3.75684 0.099
```

E_LUMO = 0.7 eV
spin multiplicity = 1
gap between HOMO and LUMO = 7.0 eV
total charge = 0

C41H46AsCsIN8S | ωB97M-V with the def2-TZVPD basis set

```
99
Properties=species:S:1:pos:R:3:lowdin_charge:R:1
Cs 0.34520 -0.70780 -0.56811 1.182
I 1.19113 -8.03463 -0.62665 0.867
As 0.41457 -1.27818 2.62685 1.262
S 0.89009 2.18255 -4.52311 0.462
N -1.48125 1.22859 -1.36202 -0.009
N 2.77380 3.28677 -2.92891 -0.237
N 2.97931 0.93954 -3.22832 -0.229
N -2.70123 0.85204 -3.28337 -0.144
N -2.44670 3.05444 -2.49218 -0.148
N 0.07539 -3.98994 -1.19582 0.011
N 1.05673 1.82688 -1.93451 -0.036
N -1.02842 -4.62784 -1.61415 -0.015
C -2.48519 -0.59041 2.68208 -0.070
C 3.81851 1.10649 -4.41610 -0.148
C -3.20527 -3.29572 2.60055 -0.031
C -2.17523 1.71515 -2.32801 -0.379
C -3.71922 3.53697 -2.94849 -0.087
C -1.85862 -2.93463 2.63081 -0.197
C 0.32377 -6.21305 -0.99590 -0.785
C 1.70039 -3.98364 2.62569 -0.110
C 0.76629 -0.89336 4.51095 -0.367
C 1.33855 1.94327 -0.66689 -0.466
C 0.15733 2.13569 0.24375 -0.159
C 1.36582 -1.46440 6.77037 -0.096
C -2.55183 1.23219 -4.69023 -0.083
C 0.37438 -5.99463 2.59649 -0.110
C 1.61547 -5.37038 2.61536 -0.102
C -1.45220 4.05455 -2.16931 -0.053
C 2.04903 4.51615 -2.79854 -0.151
C -2.25124 2.37697 0.59343 -0.069
C 0.86140 0.81305 6.20879 -0.083
C 1.22835 -0.13743 7.15010 -0.100
C -0.93299 -5.96842 -1.49301 -0.154
C -2.01796 2.93182 1.85418 -0.126
C -0.71500 -3.85385 2.61257 -0.193
C 1.98876 2.04611 -3.06591 -0.848
C -4.17545 -2.30709 2.61918 -0.087
C -2.38882 -0.54750 -3.09913 -0.109
C 2.72512 2.16537 1.34468 -0.129
C 0.63901 0.43912 4.89172 -0.108
C 0.54067 -3.22298 2.63801 -0.350
C 0.89523 -4.94427 -0.80038 -0.217
C -3.82221 -0.96494 2.65705 -0.075
C 1.13148 -1.84377 5.45620 -0.100
C -1.50969 -1.57699 2.68722 -0.316
C 2.58166 1.79478 0.01864 -0.104
C 2.30667 -0.34132 -3.36949 -0.184
C -1.19306 1.96806 -0.20433 -0.316
C -0.74249 3.01245 2.34679 -0.083
C -0.78909 -5.24596 2.58420 -0.023
C 4.05257 3.36262 -2.26149 -0.138
C 1.67889 2.62353 2.11491 -0.121
C 0.37099 2.59378 1.57255 -0.214
H -3.23050 0.61625 -5.28542 0.080
H -4.39289 2.70455 -3.14576 0.085
H 4.22819 2.11181 -4.46800 0.068
H 2.69837 5.35038 -3.08958 0.075
H -4.18198 4.17534 -2.18326 0.083
H 1.60144 -0.32529 -4.21085 0.042
H -1.36070 4.74585 -3.01257 0.090
H -3.01780 -1.13118 -3.77676 0.079
H -4.59201 -0.20344 2.65345 0.105
H 1.41104 0.15568 8.17646 0.097
H -0.49179 3.55516 -2.05343 0.053
H -1.33742 -0.76038 -3.34202 0.080
H -2.21009 0.45878 2.67884 0.088
H -1.71703 4.61338 -1.26370 0.090
H -0.56046 3.42179 3.33606 0.100
H 0.31687 -7.07530 2.57833 0.086
H 1.87009 -4.70214 -0.41227 0.108
H 3.04630 -1.13534 -3.50512 0.079
H -3.26156 2.24368 0.22367 0.110
H -1.74895 -5.74625 2.56159 0.106
H 2.67184 -3.50167 2.63727 0.111
H 1.82933 2.97151 3.13023 0.087
H -3.49941 -4.33688 2.56015 0.101
H -2.59346 -0.86460 -2.07592 0.066
H 1.18790 4.49990 -3.46257 0.015
H -1.79964 -4.09009 -1.96821 0.154
H 1.75642 -0.53818 -2.45469 -0.097
H -1.51405 1.09595 -5.01299 0.018
H 1.65383 -2.21247 7.49895 0.098
H 3.24635 0.94355 -5.33747 0.047
H -3.62441 4.13619 -3.86284 0.082
H 4.64376 0.38825 -4.36109 0.074
H 4.71950 4.03253 -2.82600 0.075
H 1.71415 4.71001 -1.76076 0.082
H -1.72904 -6.63026 -1.78679 0.114
H -2.85307 3.27674 2.45569 0.096
H -2.81108 2.27272 -4.84538 0.066
H 0.37955 1.19202 4.15561 0.071
H 1.23216 -2.88637 5.17775 0.093
H 0.75738 1.85296 6.49228 0.103
H 4.52967 2.38933 -2.19838 0.064
H 2.51862 -5.96825 2.61730 0.102
H 3.98106 3.76143 -1.23740 0.072
H 3.44204 1.49418 -0.56059 0.081
H -5.22212 -2.58474 2.59564 0.099
H 3.72011 2.11705 1.78177 0.097
```

E_LUMO = 1.4 eV
spin multiplicity = 1
gap between HOMO and LUMO = 4.1 eV
total charge = -1

Look up the E_LUMO of the second one.
0.7 eV

gap between HOMO and LUMO of number 2 (C41H45N3OP2PdS)?
7.0 eV